Below is a cluster of 2 separate species, C4H8N4 in total at a distorted geometry, with properties calculated with ωB97M-V/def2-TZVPD.

Element x y z (Å)
C 0.058 -1.252 -0.794
C 0.427 0.298 0.683
C 1.126 0.537 -0.545
N -0.825 -0.950 -1.815
C -1.426 1.306 1.702
N -0.886 0.863 0.647
N 1.097 -0.255 1.658
N 2.042 0.785 -1.298
H 0.856 0.118 2.573
H 2.434 0.092 -1.938
H -1.662 -0.470 -1.507
H -0.424 -0.515 -2.635
H 0.965 -1.770 -1.095
H -0.407 -1.764 0.040
H -2.445 1.676 1.648
H -0.931 1.302 2.676

Output
Molar mass: 112.1 g/mol
ΔE to the lowest compared entry with this formula, charge and spin: 116.35 kcal per mole
Kohn-Sham gap: 7.7 eV